Molecular formula: C5H11ClNP
Method: DFT, the ωB97M-V functional and the def2-TZVPD basis

The geometry in XYZ format:
```
19
Properties=species:S:1:pos:R:3:lowdin_charge:R:1
N -0.4224 0.6173 0.7826 -0.5390
C -0.1927 1.0686 -0.4125 -0.1549
C -1.1309 -0.7576 0.7836 -0.1398
C 4.1306 -1.0820 -0.1672 -0.5943
H 3.5619 -1.5153 -0.9605 0.0022
H 0.7001 2.4599 1.7697 -0.1962
H -1.4896 0.4820 -2.0911 0.1232
P 0.0791 1.2541 2.2639 0.6273
H 3.6083 -0.7246 0.8381 0.0744
H -0.4343 -1.3449 1.3748 0.0871
C -0.9367 -1.1828 -0.7201 -0.1546
H -0.1688 -1.8492 -0.8203 0.0635
H 0.2360 -0.0738 -2.2234 0.0791
Cl 5.0286 0.2484 -0.8125 0.4770
H 0.3158 2.0489 -0.4565 0.1125
H -2.1770 -0.6736 1.1108 0.1176
H 4.7988 -1.8755 0.2225 0.0294
H -1.8510 -1.7152 -1.0031 0.1075
C -0.5636 0.0853 -1.5544 -0.1222
```

Values from the calculation:
largest force on an atom	3.75	eV Å⁻¹
gap between HOMO and LUMO	7.10	eV
total charge	0